10
Properties=species:S:1:pos:R:3:forces:R:3:nbo_charge:R:1 method="wB97M-V/def2-TZVPD" homo_ev=-9.954 smiles=c1cnccn1 energy_ev=-7189.9145 orbital_gap_ev=10.1 relative_energy_kj_mol=267.7
C -0.0198 -1.2316 -0.0127 -1.25 0.04 -0.58 0.0115
C -1.2615 -0.4515 -0.1325 -0.61 -6.39 0.59 0.0173
N -1.2842 0.7797 0.1294 2.72 2.85 -2.06 -0.3450
C 0.0542 1.2119 -0.1534 -4.58 7.65 4.25 -0.0517
C 1.1233 0.5000 -0.1168 7.21 2.85 0.04 -0.0513
N 1.1921 -0.7601 0.0602 -1.18 -3.82 0.16 -0.3648
H -0.1266 -2.2579 0.1408 -0.34 -1.67 -0.02 0.1881
H -2.1913 -1.2058 -0.2032 1.61 2.30 0.36 0.1918
H 0.3560 2.3755 0.2952 -1.53 -3.07 -2.08 0.2074
H 2.1577 1.0398 -0.0070 -2.04 -0.73 -0.67 0.1968



10
Properties=species:S:1:pos:R:3:forces:R:3:mulliken_spin:R:1 method="wB97M-V/def2-TZVPD" homo_ev="-8.986 / -9.061" multiplicity=3 energy_ev=-7183.1525 orbital_gap_ev="8.6 / 6.9" relative_energy_kj_mol=502.0
C -0.9906 -0.9678 -1.3862 -5.31 0.52 -2.78 1.2211
C 0.2956 -1.0801 -1.0577 3.41 0.04 1.99 0.5861
C -1.7939 0.0125 -0.7506 4.39 -1.43 1.11 -0.0994
C -0.8601 0.3871 0.2288 -1.08 0.20 0.82 0.4285
N 0.2676 -0.3179 -0.0059 5.35 0.15 0.45 0.2053
N 1.8958 0.3139 1.0574 -4.38 3.09 0.38 -0.3889
H -2.7797 0.1938 -0.7729 -3.18 0.69 -0.34 -0.0034
H -0.8001 0.8208 1.2101 -0.83 0.99 -0.03 0.0242
H 2.3791 1.0994 0.6023 -0.66 -0.36 -0.53 0.0124
H 2.3863 -0.4617 0.8747 2.29 -3.89 -1.08 0.0141



11
Properties=species:S:1:pos:R:3:forces:R:3:nbo_charge:R:1 method="wB97M-V/def2-TZVPD" homo_ev=-8.390 energy_ev=-9236.3856 orbital_gap_ev=8.4 relative_energy_kj_mol=395.8
N 2.4289 0.1724 0.0240 -0.50 -0.52 0.00 -0.6659
C 1.5384 -0.6639 0.0289 0.27 0.49 -0.01 0.5386
C 0.6651 -1.7172 0.0378 -0.03 0.00 0.00 -0.1967
N -0.1961 -0.7159 0.0100 0.07 0.22 0.00 -0.2370
C -1.3319 -0.0940 -0.0135 0.17 -0.07 0.00 -0.1914
C -1.2340 1.3655 -0.0383 0.24 0.16 0.00 0.3744
O -0.1754 1.9731 -0.0381 -0.46 -0.13 0.00 -0.5760
H 2.1742 1.1563 0.0043 -0.06 -0.11 0.00 0.4264
H 0.6300 -2.7967 0.0574 -0.10 0.05 0.00 0.2196
H -2.3032 -0.5950 -0.0149 0.29 -0.01 0.00 0.1925
H -2.1959 1.9154 -0.0575 0.09 -0.08 0.00 0.1154



11
Properties=species:S:1:pos:R:3:forces:R:3:nbo_charge:R:1 method="wB97M-V/def2-TZVPD" homo_ev=-8.434 energy_ev=-9236.4677 orbital_gap_ev=8.3 relative_energy_kj_mol=387.9
N 2.3719 0.1416 0.0219 -0.50 -0.34 0.00 -0.6754
C 1.4135 -0.6469 0.0250 0.12 0.33 0.00 0.4715
C 0.6521 -1.7890 0.0368 -0.01 0.01 0.00 -0.1269
N -0.1482 -0.7312 0.0087 0.10 0.12 0.00 -0.1993
C -1.3051 -0.1148 -0.0150 0.18 -0.02 0.00 -0.2183
C -1.2336 1.3365 -0.0398 0.28 0.19 0.00 0.3676
O -0.1855 1.9636 -0.0400 -0.44 -0.11 0.00 -0.5766
H 2.0907 1.1205 0.0018 -0.07 -0.10 0.00 0.4014
H 0.5811 -2.8633 0.0560 -0.13 0.03 0.00 0.2296
H -2.2559 -0.6490 -0.0157 0.37 -0.01 0.00 0.2064
H -2.2058 1.8675 -0.0590 0.10 -0.10 0.00 0.1200



11
Properties=species:S:1:pos:R:3:forces:R:3:nbo_charge:R:1 method="wB97M-V/def2-TZVPD" homo_ev=-10.055 smiles="C=C(C#N)NC=O" energy_ev=-9237.8327 orbital_gap_ev=9.5 relative_energy_kj_mol=256.2
C 0.7579 1.6842 -0.0397 0.94 2.27 -0.89 -0.3696
C 0.6287 0.3694 0.0782 -1.80 0.27 0.83 0.0414
C 1.7707 -0.5767 0.1380 7.28 -1.10 -2.89 0.2194
N 2.9062 -0.9993 -0.1521 -8.09 2.51 2.41 -0.2282
N -0.6698 -0.2518 0.2219 5.25 -2.76 -0.79 -0.5959
C -1.8820 0.1534 0.0127 -6.27 -0.61 -1.15 0.5128
O -2.8069 -0.7231 -0.1281 2.78 3.32 0.36 -0.6003
H 1.7407 2.1138 -0.2300 0.12 -0.51 0.38 0.2258
H 0.0374 2.5684 -0.1360 0.28 -2.19 0.38 0.2373
H -0.5270 -1.2015 -0.1661 -0.85 0.31 1.01 0.4161
H -2.1026 1.2799 -0.0663 0.37 -1.52 0.34 0.1412



11
Properties=species:S:1:pos:R:3:forces:R:3:nbo_charge:R:1 method="wB97M-V/def2-TZVPD" homo_ev=-9.470 energy_ev=-9237.3248 orbital_gap_ev=9.3 relative_energy_kj_mol=305.2
O 0.8461 2.2849 1.7333 -0.19 -0.37 -0.18 -0.5136
C 0.4239 1.1574 1.7104 0.01 0.52 -0.96 0.3469
C -0.1894 0.4191 0.5383 0.79 -0.16 -1.98 0.0470
C -0.2850 -0.9337 0.4867 -0.03 -0.05 0.26 -0.0120
N -0.3126 -1.6314 -0.6580 -0.20 -0.24 -0.04 -0.5338
C -0.2147 -0.7682 -1.6603 -0.05 -0.15 0.53 0.2671
N -0.0691 0.5130 -1.3948 0.04 -0.37 1.42 -0.6011
H 0.5057 0.5380 2.6589 -0.50 0.01 -1.01 0.1541
H -0.3563 -1.4705 1.4303 0.06 -0.03 -0.10 0.2262
H -0.2678 -1.1770 -2.6782 0.04 0.50 0.29 0.2009
H -0.0755 1.0804 -2.2708 0.02 0.33 1.77 0.4185



11
Properties=species:S:1:pos:R:3:forces:R:3:nbo_charge:R:1 method="wB97M-V/def2-TZVPD" homo_ev=-9.450 smiles="O=c1cc[nH]cn1" energy_ev=-9239.7537 orbital_gap_ev=9.9 relative_energy_kj_mol=70.8
O 2.2632 -1.2315 0.6165 -0.49 0.32 -0.39 -0.5515
C 1.2517 -0.7703 0.1268 0.27 -0.32 0.10 0.6068
C 1.0894 0.6715 -0.2075 -0.22 -0.10 0.33 -0.3523
C -0.1260 1.1951 0.1049 0.03 -0.44 -0.09 0.0125
N -1.1831 0.2746 0.3370 -0.04 -0.09 -0.69 -0.5898
C -1.0045 -1.0050 -0.1414 0.29 -0.05 -0.09 0.2849
N 0.1384 -1.5693 -0.1960 0.05 0.23 -0.29 -0.4849
H 2.0087 1.1350 -0.5949 -0.81 0.37 0.64 0.2509
H -0.4217 2.2501 0.2162 0.40 -0.63 -0.32 0.2249
H -2.1571 0.5503 0.3489 0.45 0.58 0.07 0.4098
H -1.8634 -1.5038 -0.6114 0.06 0.12 0.73 0.1888



11
Properties=species:S:1:pos:R:3:forces:R:3:nbo_charge:R:1 method="wB97M-V/def2-TZVPD" homo_ev=-9.523 smiles="O=C1C=C=NC=N1.[H][H]" energy_ev=-9236.5133 orbital_gap_ev=8.5 relative_energy_kj_mol=383.5
O -0.7063 1.5022 2.1781 0.09 -0.10 -0.37 -0.5420
C -0.4210 1.0599 1.0935 -0.07 0.15 0.21 0.6412
C -0.0791 -0.4383 0.9905 0.04 -0.08 -0.10 -0.5135
C 0.1803 -0.6144 -0.2739 -0.08 0.47 -0.13 0.5845
N 0.2634 -0.0946 -1.3924 -0.01 -0.24 0.39 -0.5411
C -0.0593 1.2564 -1.2130 -0.09 0.31 0.13 0.2913
N -0.3742 1.8059 -0.0955 0.05 -0.12 -0.11 -0.4926
H -0.0920 -1.0732 1.8587 -0.01 0.10 -0.09 0.2907
H -0.0242 1.8400 -2.1264 -0.02 -0.02 0.12 0.2095
H 0.2976 -2.6975 -0.5773 0.03 -0.23 -0.03 0.0358
H 1.0149 -2.5464 -0.4422 0.08 -0.22 -0.02 0.0361



11
Properties=species:S:1:pos:R:3:forces:R:3:nbo_charge:R:1 method="wB97M-V/def2-TZVPD" homo_ev="-9.814 / -9.517" energy_ev=-9237.1844 orbital_gap_ev="7.9 / 6.9" relative_energy_kj_mol=318.7
O -1.2737 -2.2481 -0.6755 0.14 0.35 -0.19 -0.5504
C -0.7216 -1.1638 -0.5470 0.26 0.04 1.38 0.4900
C -0.1826 -0.7337 0.7524 -0.33 -0.71 -0.49 0.0011
C 0.4811 0.5324 0.9042 0.27 -0.13 0.86 -0.4019
N 0.5963 1.4067 -0.1806 -0.05 -0.14 -0.25 -0.3717
C 0.0809 0.9337 -1.2975 -0.12 -0.01 -0.22 0.2228
N -0.5419 -0.2317 -1.5448 0.16 0.47 -0.49 -0.4102
H -0.2326 -1.4385 1.5784 -0.05 0.16 -0.02 0.2197
H 1.4773 0.2902 1.3515 0.08 0.03 -0.46 0.3127
H 0.1506 1.0612 1.8229 -0.33 0.05 -0.26 0.3010
H 0.1662 1.5916 -2.1641 -0.02 -0.12 0.14 0.1870



11
Properties=species:S:1:pos:R:3:forces:R:3:nbo_charge:R:1 method="wB97M-V/def2-TZVPD" homo_ev="-8.627 / -8.627" energy_ev=-9235.8991 orbital_gap_ev="8.4 / 8.4" relative_energy_kj_mol=442.7
N 2.4485 0.0779 -0.2244 -0.61 -0.34 0.15 -0.6045
C 1.4019 -0.5040 0.0159 0.39 0.14 -0.05 0.4617
C 0.2811 -1.1939 0.1451 0.13 0.09 -0.02 -0.4862
C -1.0779 -0.6470 0.1646 -0.01 0.17 -0.01 -0.1951
C -1.4433 0.6325 0.2409 -0.05 -0.22 0.02 -0.1489
N -0.4876 1.7176 0.3964 0.11 0.12 -0.56 0.1242
O -0.0707 2.1444 -0.6520 -0.18 -0.15 0.52 -0.2447
H 2.9478 0.4724 0.5714 -0.06 -0.02 -0.05 0.3878
H 0.3996 -2.2666 0.2651 0.01 0.14 -0.02 0.2565
H -1.8718 -1.3888 0.1270 0.11 0.14 0.02 0.2257
H -2.4780 0.9598 0.2979 0.15 -0.05 0.00 0.2236



11
Properties=species:S:1:pos:R:3:forces:R:3:nbo_charge:R:1 method="wB97M-V/def2-TZVPD" homo_ev=-9.583 smiles="O/C=C1/C=NC=N1" energy_ev=-9238.5024 orbital_gap_ev=8.8 relative_energy_kj_mol=191.6
O 2.1227 -0.1347 1.0618 1.76 -0.37 -0.58 -0.6076
C 1.3675 -0.8809 0.3212 -1.59 -1.63 0.41 0.3421
C 0.0915 -0.4685 0.0863 -0.02 3.34 -0.14 -0.1290
C -0.9395 -0.8747 -0.7970 -0.67 -0.31 0.51 0.0587
N -1.7751 0.1723 -0.9847 0.21 -1.88 -0.88 -0.4802
C -1.2552 1.2428 -0.3278 3.43 -1.07 3.12 0.2062
N -0.1227 0.9495 0.4467 -2.78 -0.95 -3.05 -0.5368
H 1.7415 0.7370 0.8943 -0.46 1.10 0.84 0.5263
H 1.7010 -1.8781 0.0286 0.32 0.29 0.21 0.1940
H -1.0244 -2.0041 -1.0648 -0.46 2.50 -0.14 0.2190
H -1.7016 2.2577 -0.2823 0.26 -1.03 -0.29 0.2074



11
Properties=species:S:1:pos:R:3:forces:R:3:nbo_charge:R:1 method="wB97M-V/def2-TZVPD" homo_ev=-9.324 smiles="[H]/N=c1/cccno1" energy_ev=-9236.7814 orbital_gap_ev=9.2 relative_energy_kj_mol=357.6
H -2.6637 1.2782 0.6239 -0.34 -0.42 0.46 0.3630
N -1.8059 1.3680 0.1109 -0.47 -0.36 0.48 -0.7262
C -0.9161 0.4552 0.2098 -0.50 0.23 0.10 0.4886
C 0.2202 0.8013 -0.6218 -0.37 -0.29 0.37 -0.2322
C 1.2566 -0.0861 -0.6227 -0.58 0.75 -0.15 -0.2594
C 1.1051 -1.2959 0.2221 -0.49 0.53 -0.06 -0.0010
N 0.0923 -1.5904 0.9551 0.51 0.24 -0.43 -0.0689
O -0.9777 -0.6696 0.9515 -0.16 0.06 0.06 -0.3394
H -0.3992 1.7854 -0.9136 3.06 -1.17 -0.89 0.3246
H 2.1909 0.0009 -1.1828 -0.42 0.16 0.12 0.2306
H 1.8974 -2.0472 0.2677 -0.24 0.28 -0.05 0.2202



11
Properties=species:S:1:pos:R:3:forces:R:3:nbo_charge:R:1 method="wB97M-V/def2-TZVPD" homo_ev=-9.276 smiles="[H]/N=c1/cncco1" energy_ev=-9238.3877 orbital_gap_ev=9.4 relative_energy_kj_mol=202.6
H 2.9741 0.9398 0.0261 -0.59 0.34 -0.01 0.3656
N 2.3833 0.1140 0.0316 -1.00 0.56 -0.01 -0.6848
C 1.1064 0.1793 0.0206 -0.35 -0.53 -0.01 0.4851
C 0.4384 -1.1369 0.0306 -0.38 -0.21 -0.01 0.0623
N -0.8185 -1.3811 0.0004 0.14 0.48 -0.02 -0.3941
C -1.7575 -0.2892 -0.0420 1.46 0.01 0.06 -0.1281
C -1.2601 0.9694 -0.0292 1.97 -0.32 0.04 0.1204
O 0.2097 1.2270 0.0030 -1.17 -0.51 -0.03 -0.4945
H 1.1968 -1.9234 0.0672 -0.57 -0.22 -0.01 0.2074
H -2.7992 -0.6780 -0.0760 0.85 1.13 0.04 0.2394
H -1.6734 1.9791 -0.0322 -0.37 -0.73 -0.03 0.2214



11
Properties=species:S:1:pos:R:3:forces:R:3:nbo_charge:R:1 method="wB97M-V/def2-TZVPD" homo_ev=-10.351 smiles="O=CC1N=N1.C#C" energy_ev=-9234.8625 orbital_gap_ev=10.1 relative_energy_kj_mol=542.8
O 1.1789 1.7806 0.1435 0.42 1.26 0.48 -0.4829
C 1.0315 0.6924 -0.2732 -0.85 -2.97 -1.65 0.4354
C 1.2891 -0.6120 0.4474 2.40 2.21 2.08 -0.1902
N 1.5495 -1.7856 -0.3937 0.63 -0.15 -0.75 -0.0144
N 0.4837 -1.7678 0.1589 -1.00 -0.84 0.46 -0.0289
H 0.6333 0.4009 -1.3277 0.71 1.03 0.79 0.0786
H 1.9293 -0.5134 1.4002 -1.46 -0.45 -1.34 0.2051
C -2.2717 0.8737 0.3327 -1.59 -0.67 0.21 -0.2236
C -1.6975 0.0868 -0.3808 0.29 0.58 -0.05 -0.2563
H -3.1134 1.2892 0.9203 1.42 -0.14 -0.61 0.2516
H -1.0126 -0.4448 -1.0277 -0.97 0.14 0.39 0.2256



12
Properties=species:S:1:pos:R:3:forces:R:3:nbo_charge:R:1 method="wB97M-V/def2-TZVPD" homo_ev=-8.059 smiles="N/N=C1/C=COC1=O" energy_ev=-11283.9286 orbital_gap_ev=7.4 relative_energy_kj_mol=444.9
N -2.1994 0.1101 0.3429 -4.20 -0.77 -2.21 -0.6128
N -1.3718 -0.8709 -0.1403 3.82 1.35 0.55 -0.1498
C -0.0565 -0.4900 -0.1250 -6.20 2.79 -1.16 -0.0267
C 1.1404 -1.0724 -0.3464 3.36 -1.53 1.96 -0.3840
C 2.0761 -0.1222 0.0886 3.64 -6.85 1.27 0.2253
O 1.6679 1.0680 0.1081 -2.44 4.63 -0.29 -0.4668
C 0.2609 0.9590 -0.1254 -0.57 -1.45 0.93 0.7355
O -0.5234 1.8096 -0.3220 0.92 3.04 -0.28 -0.5260
H -1.9947 1.0820 0.1026 0.58 -0.60 0.25 0.3888
H -3.1775 -0.0214 -0.1510 2.36 -0.28 1.73 0.3579
H 1.0705 -2.1210 -0.1682 1.39 -0.83 -0.27 0.2390
H 3.1076 -0.3308 0.7362 -2.66 0.50 -2.47 0.2195



12
Properties=species:S:1:pos:R:3:forces:R:3:nbo_charge:R:1 method="wB97M-V/def2-TZVPD" homo_ev=-8.681 smiles="[H]/N=C/n1ccoc1=O" energy_ev=-11286.3130 orbital_gap_ev=9.4 relative_energy_kj_mol=214.8
H 3.0904 0.4414 -0.0286 5.32 2.73 0.78 0.3399
N 2.3080 -0.0124 -0.1767 -5.35 -2.12 -0.04 -0.6309
C 1.3463 0.7141 0.2110 -1.55 0.60 -1.23 0.2943
N 0.0171 0.2083 0.0917 1.01 1.12 -0.85 -0.4744
C -0.1926 -1.1682 -0.0904 -4.51 1.50 0.06 -0.1443
C -1.5992 -1.1808 -0.0247 3.64 -4.61 0.04 0.1052
O -2.2040 -0.0254 0.0560 0.97 2.95 -0.04 -0.4344
C -1.1699 0.9503 -0.0502 0.08 2.63 0.64 0.8598
O -1.3414 2.1797 -0.1852 0.52 -4.23 0.55 -0.5835
H 1.3104 1.7816 0.5124 0.47 -0.66 0.04 0.1914
H 0.5698 -1.7943 -0.5259 -0.13 -0.27 0.70 0.2678
H -2.1349 -2.0943 0.2106 -0.48 0.36 -0.66 0.2091



12
Properties=species:S:1:pos:R:3:forces:R:3:nbo_charge:R:1 method="wB97M-V/def2-TZVPD" homo_ev=-9.676 smiles=Oc1ccnc(O)n1 energy_ev=-11285.2042 orbital_gap_ev=9.9 relative_energy_kj_mol=321.8
O 1.2542 2.0788 -0.1159 2.49 0.45 -2.05 -0.6636
C 0.3965 1.0326 -0.1267 1.01 -2.04 2.33 0.5321
C 0.4834 0.1926 -1.2486 -1.26 0.76 -1.74 -0.4144
C -0.1998 -1.0309 -1.0914 2.00 -2.48 -1.47 0.0950
N -0.7789 -1.3908 0.0114 -2.16 -0.26 1.49 -0.5110
C -0.9160 -0.5240 0.9766 1.78 2.52 3.28 0.6813
O -1.6769 -0.8747 2.0770 1.99 -0.17 3.44 -0.6988
N -0.2218 0.6530 1.1348 0.40 0.13 -4.67 -0.5007
H 2.0582 2.0172 -0.9056 -3.92 -0.07 3.31 0.5038
H 0.8962 0.6807 -2.2519 -0.78 -1.65 2.30 0.2334
H -0.1053 -2.0793 -1.6087 0.27 2.83 -0.70 0.2254
H -1.1900 -0.7553 3.1490 -1.82 -0.03 -5.52 0.5175



12
Properties=species:S:1:pos:R:3:forces:R:3:nbo_charge:R:1 method="wB97M-V/def2-TZVPD" homo_ev=-8.791 energy_ev=-11280.7288 orbital_gap_ev=8.9 relative_energy_kj_mol=753.6
H -3.1032 -0.8597 0.0565 -0.99 0.86 0.18 0.3524
N -2.2147 -1.2964 0.0974 5.28 2.24 -1.74 -0.6747
C -1.2205 -0.4098 -0.1421 -2.30 -1.71 2.26 0.4934
O -1.3954 0.9825 -0.0815 0.99 -0.51 -0.73 -0.3759
N -0.1068 1.7627 -0.0181 0.74 -0.38 4.00 -0.2531
C 0.9495 0.6517 0.0040 -4.28 2.10 -1.89 0.0491
C 0.2559 -0.4805 -0.1357 1.97 0.57 1.65 0.1612
O 1.4003 -1.2245 0.1658 0.25 -4.06 -0.17 -0.4748
C 2.2867 -0.0835 -0.0437 -1.30 -1.69 -3.31 -0.0884
H -0.1735 1.9221 1.1239 0.28 0.25 -3.57 0.3636
H 2.7365 -0.4461 -1.0970 -1.05 1.97 1.90 0.2320
H 3.1225 -0.0122 0.5916 0.42 0.38 1.43 0.2153



12
Properties=species:S:1:pos:R:3:forces:R:3:nbo_charge:R:1 method="wB97M-V/def2-TZVPD" homo_ev=-9.879 smiles="O=CC1=NCC(=O)N1" energy_ev=-11287.0696 orbital_gap_ev=9.4 relative_energy_kj_mol=141.8
O 2.6383 -1.0847 0.0805 0.55 -1.02 0.26 -0.4736
C 2.1927 0.0146 0.0018 -0.78 0.74 -0.71 0.4009
C 0.7215 0.2240 -0.0399 -0.28 -3.77 0.74 0.3037
N 0.0446 1.2365 0.1026 0.96 4.71 -0.26 -0.4029
C -1.3054 0.9284 0.0168 -3.79 -0.15 0.04 -0.3633
C -1.4119 -0.5816 -0.0444 2.65 0.29 0.14 0.6559
O -2.2677 -1.3802 0.0625 -2.77 -1.12 -0.11 -0.5613
N -0.0854 -0.9205 -0.0609 1.79 0.56 -0.67 -0.6341
H 2.7836 0.8979 -0.1651 0.62 0.72 0.20 0.1396
H -1.8595 1.0860 1.0065 0.50 0.82 -1.50 0.2549
H -1.7922 1.3825 -0.9295 0.49 -0.32 1.90 0.2553
H 0.3414 -1.8029 -0.0310 0.09 -1.46 -0.03 0.4250



12
Properties=species:S:1:pos:R:3:forces:R:3:nbo_charge:R:1 method="wB97M-V/def2-TZVPD" homo_ev=-10.328 energy_ev=-11284.4927 orbital_gap_ev=10.2 relative_energy_kj_mol=390.5
C -1.6293 0.7058 -0.2240 1.17 0.22 4.28 0.7911
C -0.2631 0.0371 -0.2130 -1.31 1.38 -4.08 -0.3025
C 0.6495 0.1027 -1.3605 1.58 -1.20 2.38 0.0202
C 0.4588 -0.6605 0.6658 -0.25 0.34 3.42 0.0113
H -1.3358 1.1987 2.0548 -3.14 -1.65 -4.95 0.4649
H 0.4353 0.4030 -2.3072 -0.70 1.30 -2.41 0.2095
H 2.1689 -1.7555 0.4911 -0.87 3.44 -0.74 0.4105
H 0.4747 -0.9449 1.7257 -1.32 0.06 -0.48 0.2324
N 1.8838 -0.3984 -1.1347 -3.73 0.23 2.09 -0.2415
N 1.6763 -0.7796 0.2180 5.12 -4.65 -1.52 -0.3682
O -2.1209 0.9205 1.0608 3.38 0.94 5.49 -0.7187
O -2.3982 1.1712 -0.9768 0.09 -0.41 -3.47 -0.5089